No. 1
{"formula": "C17H13BrCl2N2O", "method": "ωB97M-V with the def2-TZVPD basis set", "elements": ["O", "C", "N", "N", "C", "C", "C", "C", "C", "C", "C", "C", "C", "C", "Cl", "Cl", "C", "C", "C", "C", "C", "Br", "C", "H", "H", "H", "H", "H", "H", "H", "H", "H", "H", "H", "H", "H"], "xyz": [[-1.95876, -3.17050, -3.69117], [-1.40008, -2.55987, -2.80595], [-0.52062, -3.20028, -1.97476], [0.27049, -2.71904, -0.98054], [0.80373, -1.57034, -1.07119], [1.52031, -1.02002, 0.07601], [1.26771, 0.43543, 0.45415], [1.10964, 0.83386, 1.88050], [0.36256, 0.05895, 2.75653], [0.20593, 0.45478, 4.07292], [0.79820, 1.62215, 4.52259], [1.54280, 2.39870, 3.65097], [1.69610, 2.00924, 2.33289], [2.59363, 0.02497, -0.09414], [3.04825, 0.54196, -1.70801], [3.97632, -0.05509, 0.98038], [-1.68232, -1.12236, -2.50601], [-1.67273, -0.18961, -3.53698], [-1.94077, 1.14164, -3.26880], [-2.22560, 1.55318, -1.97793], [-2.26333, 0.60911, -0.96411], [-2.64736, 1.16161, 0.82246], [-2.00786, -0.72661, -1.21203], [-0.51344, -4.21259, -2.03672], [0.70972, -0.92300, -1.94509], [1.66294, -1.72121, 0.88873], [0.64664, 0.99825, -0.23719], [-0.10408, -0.84891, 2.40447], [-0.38093, -0.14982, 4.74770], [0.67778, 1.92831, 5.55085], [2.00501, 3.31086, 3.99757], [2.27334, 2.61398, 1.64923], [-1.44719, -0.51772, -4.53981], [-1.92592, 1.86690, -4.06763], [-2.42377, 2.59106, -1.75960], [-2.05632, -1.44794, -0.41030]], "forces_ev_per_a": [[-0.1, 0.1, -0.1], [0.0, 0.0, 0.0], [0.0, -0.5, -0.5], [0.6, 0.1, 0.9], [-0.2, 0.0, -0.6], [0.2, 0.1, 0.2], [0.0, 0.1, 0.1], [0.0, -0.1, 0.0], [0.1, 0.1, -0.1], [0.0, 0.0, 0.1], [0.0, 0.0, 0.1], [0.0, 0.1, 0.0], [-0.1, 0.0, 0.0], [0.0, -0.2, 0.1], [-0.1, 0.0, 0.0], [-0.1, 0.0, 0.0], [-0.3, 0.3, -0.1], [0.1, -0.3, 0.1], [0.0, 0.0, 0.0], [0.0, 0.0, 0.1], [-0.1, 0.0, 0.3], [0.0, -0.1, -0.3], [-0.1, 0.1, -0.1], [-0.1, 0.3, 0.0], [0.0, -0.1, 0.0], [0.1, 0.1, 0.1], [0.1, -0.1, -0.1], [0.0, -0.1, 0.0], [-0.1, -0.1, 0.1], [0.0, 0.0, 0.1], [0.0, 0.1, 0.0], [0.1, 0.1, -0.1], [0.0, 0.0, -0.1], [0.0, 0.1, -0.1], [0.0, 0.1, 0.0], [0.1, 0.0, 0.1]], "smiles": "O=C(N/N=C/[C@@H]1[C@@H](c2ccccc2)C1(Cl)Cl)c1cccc(Br)c1", "e_lumo_ev": 0.30}

No. 2
{"formula": "C4H5NO", "method": "ωB97M-V with the def2-TZVPD basis set", "elements": ["O", "C", "C", "C", "C", "N", "H", "H", "H", "H", "H"], "xyz": [[1.60157, -0.20197, -0.57394], [1.53149, -0.08113, 0.62726], [0.23150, -0.08291, 1.26966], [-0.88711, -0.56319, -0.79855], [-0.87011, 0.88891, -1.09657], [-1.85299, 1.02799, -1.72377], [2.44023, 0.06931, 1.25959], [-0.36664, 0.81186, 1.18805], [0.29847, -0.32118, 2.33481], [-1.81967, -0.92732, -0.38063], [-0.58221, -1.06858, -1.73680]], "forces_ev_per_a": [[1.6, -0.1, 0.0], [-0.1, 0.3, -1.0], [-0.6, -0.2, 0.2], [0.7, -0.8, 1.3], [-2.3, -0.3, -1.1], [0.6, 1.9, -0.1], [-0.3, -0.1, -0.2], [0.0, 0.2, -0.3], [-0.4, -0.7, -0.2], [0.2, 0.0, 0.1], [0.5, -0.3, 1.4]], "relative_energy_kcal_mol": 154.9, "e_lumo_ev": [-0.91, -1.10]}

| no. | DFT total energy (Eh) |
| --- | --- |
| 1 | -4334.72434 |
| 2 | -285.16777 |